# 1
Entry from OMol25: a molecular structure, C33H29BF2P2Ru (ωB97M-V/def2-TZVPD).

Its largest force on an atom is 0.0018 Eh/bohr. As for the HOMO-LUMO gap: 7.14 eV. For the energy above the lowest of the compared OMol25 structures with the same formula, charge and spin, the calculation gives 0.000 eV. For the LUMO energy, the calculation gives 0.2 eV.

Cartesian coordinates (Å):
Ru (-0.0702, 0.6058, 0.1276)
C (1.3014, -0.6095, 3.0013)
C (2.5444, -0.3754, 2.1474)
P (2.0676, -0.1623, 0.3595)
C (3.4632, 0.8273, -0.2939)
C (3.8400, 2.0028, 0.3560)
C (4.8055, 2.8334, -0.1904)
C (5.3973, 2.5097, -1.4033)
C (5.0120, 1.3559, -2.0687)
C (4.0491, 0.5209, -1.5200)
C (2.3910, -1.8219, -0.3275)
C (3.6241, -2.4480, -0.1357)
C (3.8544, -3.7129, -0.6489)
C (2.8544, -4.3668, -1.3610)
C (1.6307, -3.7492, -1.5602)
C (1.4016, -2.4791, -1.0452)
P (0.0009, 0.5894, 2.4745)
C (-1.3541, 0.2534, 3.6382)
C (-1.8503, 1.2045, 4.5225)
C (-2.9141, 0.8917, 5.3595)
C (-3.4848, -0.3704, 5.3212)
C (-2.9957, -1.3241, 4.4367)
C (-1.9416, -1.0113, 3.5956)
C (0.7183, 2.1929, 2.9490)
C (0.6849, 3.1964, 1.9813)
C (1.3171, 4.4122, 2.2026)
C (1.9816, 4.6332, 3.3997)
C (2.0150, 3.6415, 4.3734)
C (1.3884, 2.4255, 4.1485)
H (1.5172, -0.5243, 4.0682)
H (0.8904, -1.6070, 2.8256)
H (3.2638, -1.1873, 2.2560)
H (3.0389, 0.5440, 2.4651)
H (3.3656, 2.2915, 1.2876)
H (5.0887, 3.7402, 0.3290)
H (6.1479, 3.1605, -1.8328)
H (5.4576, 1.1041, -3.0225)
H (3.7484, -0.3709, -2.0555)
H (4.4162, -1.9374, 0.4005)
H (4.8146, -4.1895, -0.4986)
H (3.0359, -5.3562, -1.7612)
H (0.8476, -4.2492, -2.1162)
H (0.4538, -1.9845, -1.1979)
H (-1.4132, 2.1944, 4.5570)
H (-3.2968, 1.6400, 6.0415)
H (-4.3131, -0.6116, 5.9746)
H (-3.4428, -2.3092, 4.3977)
H (-1.5796, -1.7501, 2.8882)
H (0.1500, 3.0271, 1.0466)
H (1.2919, 5.1789, 1.4396)
H (2.4755, 5.5798, 3.5776)
H (2.5335, 3.8166, 5.3073)
H (1.4246, 1.6543, 4.9094)
F (0.5313, 0.4195, -2.9299)
B (0.4013, 1.1655, -1.8127)
F (0.6949, 2.4660, -2.0417)
C (-1.3762, -0.3226, -0.4836)
C (-2.0889, -1.4766, -0.9941)
C (-1.9414, -1.8700, -2.3274)
C (-2.6231, -2.9798, -2.7995)
C (-3.4519, -3.7063, -1.9535)
C (-3.6078, -3.3123, -0.6306)
C (-2.9373, -2.1989, -0.1521)
H (-1.2889, -1.2993, -2.9765)
H (-2.5073, -3.2802, -3.8331)
H (-3.9815, -4.5733, -2.3265)
H (-4.2615, -3.8712, 0.0271)
H (-3.0683, -1.8705, 0.8718)


# 2
Entry from OMol25: a molecular structure, C5H6O (ωB97M-V/def2-TZVPD).

Its largest force on an atom is 0.0120 Eh/bohr. As for the HOMO-LUMO gap: 9.33 eV. For the energy above the lowest of the compared OMol25 structures with the same formula, charge and spin, the calculation gives 4.214 eV. For the LUMO energy, the calculation gives 0.6 eV.

Cartesian coordinates (Å):
O (0.7019, -1.7783, -1.5367)
C (0.4122, -0.8974, -0.7744)
C (0.5401, 0.6284, -0.8320)
C (0.0938, 0.6903, 0.6455)
C (-1.5061, -0.4554, 0.8499)
C (-0.1385, -0.8941, 0.6432)
H (1.5752, 0.9348, -1.0110)
H (-0.1104, 1.1520, -1.5381)
H (0.8198, 0.9720, 1.4075)
H (-1.9086, -0.1485, -0.1383)
H (-0.8154, 1.2844, 0.8578)
H (0.3359, -1.4881, 1.4265)


# 3
Entry from OMol25: a molecular structure, C26H28B2F4N8O4S4TeY at a distorted geometry (ωB97M-V/def2-TZVPD).

Its largest force on an atom is 0.0775 Eh/bohr. Its net charge is +1. As for the HOMO-LUMO gap (alpha / beta): 4.28 / 4.28 eV. For the energy above the lowest of the compared OMol25 structures with the same formula, charge and spin, the calculation gives 1.150 eV. For the LUMO energy (alpha / beta), the calculation gives -5.6 / -5.6 eV.

Cartesian coordinates (Å):
Y (2.0175, -0.1432, -0.8341)
C (2.8069, 1.9826, -5.0946)
C (2.5919, 1.5842, -3.6502)
N (2.2548, 0.4014, -3.3100)
O (2.2867, -0.5208, -4.3822)
B (0.8815, -0.9479, -4.6844)
F (0.2731, 0.2880, -5.1687)
F (0.8443, -1.9888, -5.5868)
O (0.1166, -1.4146, -3.5042)
N (0.0848, -0.6346, -2.3666)
C (-1.0020, 0.1258, -2.4040)
C (-2.1904, -0.0552, -3.3166)
C (-0.9666, 1.3471, -1.5816)
N (0.0803, 1.4315, -0.7483)
O (-0.0077, 2.6999, -0.0739)
B (1.1116, 3.4700, 0.1067)
F (0.9211, 4.5511, 0.9084)
F (2.1067, 0.4075, 1.0778)
O (2.3525, 3.3708, -0.4466)
N (2.5575, 2.2780, -1.3625)
C (2.5998, 2.6103, -2.6184)
C (2.6179, 4.0405, -2.8942)
C (-2.1242, 2.2906, -1.6645)
H (3.7081, 2.5926, -5.1026)
H (1.9171, 2.4853, -5.5429)
H (2.9475, 0.9911, -5.5854)
H (-2.7405, -0.9412, -2.9994)
H (-1.8377, -0.1817, -4.3339)
H (-2.7477, 0.8536, -3.1829)
H (3.3362, 4.5034, -2.1807)
H (1.6550, 4.5907, -2.8501)
H (3.0055, 4.1239, -3.8618)
H (-2.1313, 2.7013, -2.6845)
H (-2.0024, 3.2052, -0.9816)
H (-3.0575, 1.7307, -1.5807)
S (5.1413, -0.9218, 0.0726)
S (5.5637, 0.0479, 1.7453)
S (4.3848, -0.9090, 3.2517)
S (5.5099, -1.2222, 4.8025)
N (1.0020, -4.4249, 0.3476)
C (0.0356, -3.9505, 1.2408)
C (0.0612, -2.6028, 1.1547)
N (1.0771, -2.1914, 0.3299)
C (1.5973, -3.3103, -0.1938)
C (2.6017, -3.2603, -1.2445)
N (2.8739, -2.1938, -1.9605)
C (3.6311, -2.6292, -3.0235)
C (3.8663, -3.9273, -2.9260)
N (3.2857, -4.3469, -1.7327)
H (1.3312, -5.4168, 0.2979)
H (-0.5622, -4.5387, 1.9132)
H (-0.6183, -1.8255, 1.5820)
H (3.8686, -2.0339, -3.8878)
H (4.4712, -4.5836, -3.5911)
H (3.1792, -5.3373, -1.3943)
Te (-2.4555, 0.6810, 1.8220)
C (-2.0136, 1.3500, 3.8684)
C (-2.7780, 1.0761, 4.9989)
C (-2.3375, 1.4476, 6.2852)
C (-1.1268, 2.0459, 6.4740)
C (-0.4118, 2.3907, 5.2893)
C (-0.7941, 1.9967, 4.0295)
C (-4.0871, -0.5242, 2.5669)
C (-5.3484, 0.0917, 2.7725)
C (-6.2638, -0.5994, 3.5372)
C (-6.0157, -1.8851, 4.0376)
C (-4.8376, -2.5411, 3.6654)
C (-3.8279, -1.8157, 2.9867)
H (-3.8449, 0.6975, 4.9276)
H (-2.9855, 1.1153, 7.1197)
H (-0.6977, 2.2376, 7.3872)
H (0.4672, 3.0244, 5.3011)
H (-0.1152, 2.2180, 3.2011)
H (-5.4909, 1.1285, 2.4819)
H (-7.1862, -0.0414, 3.8390)
H (-6.7986, -2.3673, 4.6832)
H (-4.7514, -3.6400, 3.7302)
H (-2.8672, -2.3375, 2.6978)